(1)
11
Properties=species:S:1:pos:R:3:mulliken_charge:R:1 method="wB97M-V/def2-TZVPD" relative_energy_kj_mol=406.03 homo_ev=-14.2 max_force_ha_per_bohr=0.0974 total_charge=+1 gap_ha=0.3417 lumo_energy_ev=-4.8675 total_energy_ha=-297.79881
H 0.377 1.858 0.953 0.365
N 1.049 1.940 0.264 -0.334
N 1.192 1.069 -0.509 0.142
C 0.381 -0.160 -0.784 0.155
N 0.372 -0.924 -1.846 -0.387
C -0.312 -0.081 0.287 0.339
N -0.707 0.595 1.319 -0.492
H -0.328 -1.648 -1.947 0.235
H 0.979 -0.742 -2.591 0.243
H -1.701 1.046 1.385 0.356
H -0.372 0.227 2.324 0.378



(2)
136
Properties=species:S:1:pos:R:3:mulliken_charge:R:1 method="wB97M-V/def2-TZVPD" homo_ev=-10.8 max_force_ha_per_bohr=0.0223 total_charge=+1 gap_ha=0.3212 lumo_energy_ev=-2.1078 total_energy_ha=-3600.84854
C -3.288 3.546 1.700 -1.528
C -2.189 3.607 0.674 -0.157
C -1.291 4.667 0.668 -0.404
C -0.275 4.715 -0.278 -1.042
C -0.134 3.692 -1.203 -0.432
C -0.993 2.590 -1.191 0.364
C -0.749 1.479 -2.177 -2.157
C -0.198 0.121 -1.659 2.143
C -1.114 -0.546 -0.600 -2.284
C -2.365 -1.249 -1.132 0.193
O -3.275 -0.415 -1.805 -0.667
C -3.057 -1.952 0.109 -0.707
N -4.422 -1.488 0.345 -0.557
O -0.297 -0.665 -2.849 -0.433
C 0.491 -1.802 -3.110 -0.630
C 1.016 -1.636 -4.562 -0.737
C 0.203 -2.444 -5.592 -1.383
C 0.735 -3.839 -5.929 -0.768
C 2.038 -3.846 -6.731 0.843
F 1.887 -4.683 -7.794 -0.340
F 2.351 -2.620 -7.223 -0.313
C 3.305 -4.364 -5.986 0.752
F 3.894 -3.360 -5.296 -0.263
F 4.203 -4.842 -6.848 -0.276
F 2.994 -5.346 -5.118 -0.246
C 1.563 -2.089 -2.067 0.356
C 2.434 -3.255 -2.525 0.240
C 2.341 -4.534 -1.648 -1.157
C 0.922 -4.871 -1.371 0.419
F 0.225 -5.345 -2.429 -0.421
C 0.285 -4.682 -0.219 0.435
F 0.838 -4.807 0.975 -0.331
F -1.001 -4.355 -0.150 -0.192
N 2.244 -0.769 -1.810 0.871
C 3.684 -0.792 -1.352 -1.298
C 4.240 -1.812 -0.332 0.442
C 3.372 -2.385 0.787 -1.693
O 5.353 -1.119 0.236 -0.526
C 1.299 0.269 -1.125 -0.401
O 1.810 1.483 -1.596 -0.419
P 1.440 0.228 0.781 -0.167
N 0.402 1.484 1.226 0.201
O 2.951 0.935 0.782 -0.406
C -2.035 2.593 -0.268 0.827
H -3.056 4.200 2.539 0.346
H -4.265 3.774 1.277 0.339
H -3.343 2.530 2.099 0.339
H -1.387 5.460 1.400 0.394
H 0.427 5.539 -0.320 0.474
H 0.662 3.741 -1.935 0.465
H -0.123 1.825 -2.997 0.574
H -1.693 1.197 -2.648 0.977
H -0.527 -1.352 -0.137 0.541
H -1.357 0.139 0.209 0.705
H -2.118 -2.044 -1.834 0.113
H -3.214 0.490 -1.501 0.211
H -2.480 -1.735 1.011 0.398
H -3.084 -3.023 -0.082 0.235
H -5.096 -2.233 0.264 0.243
H -4.519 -1.059 1.250 0.226
H -0.163 -2.686 -3.113 0.659
H 0.879 -0.583 -4.817 0.513
H 2.086 -1.833 -4.655 0.539
H -0.829 -2.497 -5.246 0.492
H 0.200 -1.864 -6.515 0.597
H 0.001 -4.327 -6.570 0.461
H 0.805 -4.459 -5.035 0.142
H 1.071 -2.372 -1.137 -0.373
H 2.155 -3.577 -3.522 -1.689
H 3.492 -3.009 -2.603 0.959
H 2.779 -5.332 -2.255 0.612
H 2.938 -4.487 -0.743 0.269
H 2.315 -0.342 -2.739 0.633
H 4.264 -0.934 -2.266 0.484
H 3.965 0.199 -1.020 0.861
H 4.659 -2.650 -0.893 0.769
H 3.694 -3.403 1.008 0.405
H 2.300 -2.374 0.620 0.180
H 3.562 -1.808 1.692 0.481
H 6.150 -1.645 0.128 0.404
H 2.479 1.820 -0.979 0.816
H 0.655 1.753 2.179 0.500
H 0.529 2.329 0.664 -0.717
H 3.156 1.220 1.683 0.260
H -2.740 1.772 -0.223 0.401
C -2.141 9.693 5.120 -1.513
C -1.736 8.897 3.884 0.343
C -2.795 7.890 3.419 -0.703
O -2.864 6.709 4.197 -0.243
C -3.656 6.801 5.369 -0.798
N -0.438 8.260 4.131 -0.700
H -2.077 9.092 6.027 0.272
H -1.474 10.545 5.249 0.384
H -3.160 10.071 5.030 0.362
H -1.602 9.609 3.064 0.447
H -2.523 7.559 2.412 0.265
H -3.785 8.356 3.347 0.499
H -4.522 7.450 5.213 0.375
H -3.079 7.165 6.221 0.249
H -4.008 5.796 5.603 0.233
H -0.113 7.818 3.276 0.221
H -0.591 7.488 4.775 0.326
C 4.353 5.674 3.178 -1.495
C 3.707 4.730 2.170 0.168
C 2.260 4.357 2.520 0.967
O 2.115 3.389 3.543 -0.398
C 2.161 3.890 4.872 -0.752
N 4.572 3.558 1.998 -0.641
H 4.630 5.156 4.096 0.292
H 5.264 6.098 2.759 0.389
H 3.684 6.496 3.436 0.342
H 3.667 5.250 1.208 0.430
H 1.800 3.898 1.640 -0.821
H 1.671 5.254 2.753 0.166
H 1.703 4.880 4.935 0.296
H 3.184 3.939 5.249 0.261
H 1.598 3.201 5.500 0.280
H 4.214 2.976 1.247 0.146
H 4.498 2.985 2.835 0.368
C -2.700 -9.412 0.046 -1.575
C -2.498 -7.928 0.326 0.516
C -3.662 -7.272 1.081 -0.726
O -4.797 -6.993 0.288 -0.343
C -5.697 -8.072 0.107 -0.692
N -2.204 -7.241 -0.936 -0.539
H -3.416 -9.577 -0.759 0.292
H -1.758 -9.866 -0.260 0.385
H -3.056 -9.938 0.934 0.371
H -1.617 -7.832 0.970 0.353
H -3.322 -6.298 1.447 0.280
H -3.946 -7.866 1.960 0.475
H -5.754 -8.696 1.004 0.321
H -5.421 -8.693 -0.748 0.240
H -6.681 -7.646 -0.085 0.246
H -1.981 -6.272 -0.735 0.063
H -3.072 -7.188 -1.463 0.324



(3)
9
Properties=species:S:1:pos:R:3:mulliken_charge:R:1 method="wB97M-V/def2-TZVPD" relative_energy_kj_mol=535.20 homo_ev=-9.0 max_force_ha_per_bohr=0.1205 gap_ha=0.3429 lumo_energy_ev=0.2910 total_energy_ha=-308.27906
O -1.095 1.686 1.426 -0.340
N -0.867 1.438 0.271 -0.102
C -0.310 0.274 -0.287 -0.206
C 0.409 -0.864 0.082 -0.107
F 0.473 -1.781 -0.812 -0.283
H 0.657 1.033 -0.597 0.185
H -0.826 0.038 -1.162 0.388
H 1.430 -0.596 0.017 0.213
H 0.130 -1.227 1.063 0.253



(4)
7
Properties=species:S:1:pos:R:3:mulliken_charge:R:1 method="wB97M-V/def2-TZVPD" relative_energy_kj_mol=69.46 homo_ev=-11.0 max_force_ha_per_bohr=0.1063 gap_ha=0.4154 lumo_energy_ev=0.3318 total_energy_ha=-265.92480
C -2.223 0.003 0.063 0.167
C -0.992 -0.030 -0.062 -0.311
C 0.505 -0.139 -0.068 0.253
O 1.191 -1.119 0.030 -0.476
O 1.009 1.121 0.009 -0.400
H -3.252 -0.007 -0.027 0.446
H 1.913 0.980 0.122 0.322



(5)
35
Properties=species:S:1:pos:R:3:mulliken_spin:R:1 method="wB97M-V/def2-TZVPD" relative_energy_kj_mol=223.02 homo_ev="-13.9 / -15.6" max_force_ha_per_bohr=0.0985 total_charge=+2 gap_ha="0.2164 / 0.1929" spin_multiplicity=8 lumo_energy_ev="-7.9735 / -10.3358" total_energy_ha=-3081.68800
I -0.899 4.374 -2.039 1.059
I 1.512 4.032 -0.803 0.900
Gd -0.732 0.688 -0.240 4.567
P 0.425 -0.738 -2.613 0.283
C 2.100 -1.182 -3.159 0.015
C -0.579 -2.129 -3.211 0.007
H -1.078 0.905 -3.585 0.010
H 0.045 0.318 -4.796 -0.004
H 0.558 1.498 -3.592 -0.003
C -0.044 0.603 -3.749 0.015
H -1.632 -1.953 -3.002 -0.002
H -0.489 -2.321 -4.279 0.010
H 2.178 -1.420 -4.228 0.010
H 2.466 -2.051 -2.619 -0.001
H -0.306 -3.048 -2.696 -0.001
H 2.795 -0.368 -2.970 0.000
C 2.273 -0.506 0.082 0.003
O 3.335 -0.688 0.455 0.003
Cl -2.975 0.263 -1.240 0.093
C -1.943 2.140 4.071 -0.001
O -1.171 0.901 4.087 -0.004
P -0.687 0.557 2.497 0.025
O 0.767 -0.250 2.754 -0.005
C 1.784 0.725 3.149 -0.009
O -1.533 -0.748 1.867 0.029
C -1.441 -2.204 1.951 -0.003
H -2.781 2.042 3.359 0.000
H -1.356 3.014 3.740 0.000
H -2.326 2.300 5.088 0.000
H 1.996 1.471 2.340 0.009
H 1.385 1.305 4.027 0.000
H 2.666 0.187 3.425 0.000
H -0.814 -2.583 1.151 -0.003
H -1.047 -2.529 2.947 0.000
H -2.449 -2.603 1.832 0.001



(6)
38
Properties=species:S:1:pos:R:3:mulliken_charge:R:1 method="wB97M-V/def2-TZVPD" homo_ev=-2.6 max_force_ha_per_bohr=0.1559 total_charge=-1 gap_ha=0.1209 lumo_energy_ev=0.6865 total_energy_ha=-1521.59631
N -2.565 -0.845 2.710 -0.276
C -1.635 0.160 2.810 0.106
N -1.569 1.420 3.643 -0.523
C -0.269 2.180 3.310 0.032
N 0.471 1.383 2.224 0.224
C 1.782 1.708 1.514 -0.516
C 1.715 1.231 -0.052 -0.186
C 1.383 2.412 -1.134 -0.888
C 0.085 3.347 -0.791 0.653
F -0.071 4.284 -1.967 -0.317
F 0.278 4.257 0.390 -0.286
C -1.341 2.555 -0.655 0.680
F -2.312 3.186 -1.627 -0.273
F -1.955 2.810 0.701 -0.264
F -1.304 1.116 -1.001 -0.176
N -0.342 0.277 2.032 0.084
H -3.320 -0.813 1.963 0.263
H -2.510 -1.700 3.306 0.245
H 0.084 3.212 3.778 0.317
H 2.686 1.137 2.045 0.313
H 2.019 2.856 1.649 0.280
H 1.001 0.294 -0.240 0.000
H 2.806 0.828 -0.321 0.380
H 1.186 1.904 -2.180 0.339
H 2.352 3.068 -1.241 0.371
H -0.201 -0.551 1.392 0.450
C 1.299 -3.540 -1.122 -0.785
C 0.343 -2.850 -0.477 0.521
C -0.978 -2.790 -1.239 0.684
O -2.011 -2.272 -0.803 -0.736
C -1.032 -3.387 -2.600 -0.767
C -0.071 -4.065 -3.250 0.348
C 1.215 -4.218 -2.443 0.432
O 2.199 -4.865 -2.815 -0.694
O -0.118 -4.574 -4.412 -0.806
O 0.417 -2.274 0.651 -0.952
H 2.271 -3.647 -0.653 0.373
H -1.987 -3.235 -3.092 0.349